{
  "formula": "C6H11N",
  "method": "wB97M-V/def2-TZVPD",
  "species": ["C", "N", "C", "C", "C", "C", "C", "H", "H", "H", "H", "H", "H", "H", "H", "H", "H", "H"],
  "xyz": [[0.91778, -2.18463, -0.27342], [1.01869, -0.76078, -0.40337], [-0.08565, 0.08577, -0.21636], [0.11470, 1.45080, -0.00499], [1.39504, 2.14941, 0.31253], [-2.51960, -0.09092, 0.59154], [-1.41648, -0.44859, -0.13645], [1.85945, -2.63427, -0.60939], [0.12769, -2.60934, -0.88656], [0.79552, -2.60032, 0.74601], [1.93411, -0.39663, -0.22190], [-0.79186, 2.03304, 0.10028], [2.10651, 2.15365, -0.54116], [1.99848, 1.65674, 1.09967], [1.19928, 3.19340, 0.55489], [-3.49899, -0.48913, 0.34244], [-2.50765, 0.67107, 1.36541], [-1.54666, -1.32728, -0.77997]],
  "atomic_forces_ev_per_a": [[0.610, -0.572, 0.216], [-0.076, -0.661, -0.690], [-0.969, 1.620, 1.264], [-0.298, -0.378, 0.168], [0.614, -0.624, -0.771], [-0.984, 0.900, 0.512], [1.708, -1.576, -1.196], [0.001, 0.083, -0.234], [-0.052, 0.061, -0.050], [-0.334, 0.432, 0.035], [-0.086, 0.321, 0.095], [-0.004, -0.013, -0.042], [-0.162, 0.214, 0.075], [-0.188, 0.214, 0.321], [0.156, 0.026, 0.233], [0.077, -0.098, 0.033], [0.132, 0.056, -0.100], [-0.145, -0.003, 0.130]],
  "lowdin_charge": [-0.17, -0.07, -0.38, -0.21, -0.21, -0.15, -0.29, 0.06, 0.06, 0.07, 0.09, 0.05, 0.05, 0.04, 0.04, -0.02, -0.01, 0.06],
  "homo_lumo_gap_ev": [3.40, 6.16],
  "homo_energy_ev": [0.71, -2.16],
  "total_charge": -1,
  "spin_multiplicity": 2,
  "molar_mass_g_mol": 97.16,
  "e_above_lowest_kcal_mol": 14.9
}